Here is 3 unconnected molecules or ions with the total composition C8H22BrN2O2 from OMol25. Energies are from ωB97M-V with the def2-TZVPD basis set.

The net charge is -1. As for the spin multiplicity: 1. For the energy above the lowest of the compared OMol25 structures with the same formula, charge and spin, the calculation gives 0.349 eV. For the electronic energy, the calculation gives -3152.05570 a.u. For the molar mass, the calculation gives 258.18 g mol⁻¹. The value obtained for the HOMO energy is -0.15505 hartree.

Each line ends with the Löwdin charge.
CARTESIAN COORDINATES (ANGSTROEM)
Br 14.36132 -25.80703 -8.19951  -0.602
C 16.38876 -23.08554 -5.98653  -0.081
C 15.22498 -22.21360 -6.47439  -0.461
C 15.24524 -20.85592 -5.84395  -0.207
O 14.07776 -20.08168 -6.16534  -0.190
C 14.32312 -19.02626 -7.05092  -0.152
N 15.25948 -22.19372 -7.93664  0.045
H 16.31064 -23.69270 -5.08510  0.072
H 17.27160 -22.44008 -5.83661  0.067
H 16.74804 -23.77991 -6.74693  0.055
H 14.34534 -22.74983 -6.09250  0.123
H 16.17535 -20.29438 -5.96391  0.122
H 15.07118 -21.02063 -4.77260  0.126
H 14.71455 -18.15260 -6.50112  0.076
H 13.42115 -18.69910 -7.56325  0.079
H 15.11660 -19.19581 -7.78676  0.081
H 14.36281 -21.86892 -8.28709  0.056
H 15.37861 -23.14621 -8.26846  -0.019
C 10.86692 -22.75845 -6.36310  -0.058
C 10.58186 -23.38643 -7.74278  -0.433
C 9.50979 -22.57677 -8.50006  -0.206
O 8.21412 -23.00246 -8.07693  -0.181
C 7.32242 -21.92066 -7.97295  -0.141
N 11.79839 -23.30733 -8.55800  0.023
H 11.16568 -21.73152 -6.56320  0.069
H 11.61164 -23.39543 -5.89561  0.072
H 9.94566 -22.71605 -5.77496  0.069
H 10.30001 -24.43536 -7.57916  0.136
H 9.56201 -22.75009 -9.58133  0.118
H 9.75278 -21.52781 -8.30514  0.117
H 6.41409 -22.26148 -7.46644  0.080
H 6.97756 -21.50959 -8.92606  0.081
H 7.71968 -21.13268 -7.32866  0.083
H 11.49147 -23.54262 -9.49663  0.056
H 12.50855 -24.00000 -8.31157  -0.076

Cartesian forces (eV/Å) of the 6 atoms listed first:
-0.015 0.124 0.036
1.772 0.598 -0.183
0.041 -1.841 -0.233
-1.159 0.113 1.260
0.285 -0.085 -0.785
0.821 1.023 0.131